Arrangement one

The following is a DFT calculation (ωB97M-V/def2-TZVPD) of an isolated molecule of C2H4N2OS2.

## Properties
SMILES: NC(=S)ONC=S

Cartesian coordinates (Å):
N1 -1.400 1.664 -0.117
C1 -0.960 0.359 0.040
S1 -1.806 -0.950 -0.653
O1 0.178 0.146 0.807
N2 0.807 -1.098 0.693
C2 1.801 -0.995 -0.253
S2 2.376 0.466 -0.632
H1 -2.286 1.786 -0.751
H2 -0.998 2.360 0.651
H3 0.038 -1.763 0.605
H4 2.250 -1.975 -0.390

***

Arrangement two

The following is a DFT calculation (ωB97M-V/def2-TZVPD) of an isolated molecule of C2H4N2OS2.

## Properties
SMILES: O=CSN/C=N\S

Cartesian coordinates (Å):
O1 -1.701 -2.524 1.032
C1 -0.793 -1.755 0.843
S1 -0.282 -1.428 -0.766
N1 1.038 -0.431 -0.439
C2 1.117 0.933 -0.319
N2 0.197 1.814 -0.199
S2 -1.469 1.468 -0.453
H1 -0.190 -1.218 1.572
H2 1.844 -0.873 -0.751
H3 2.191 1.313 -0.417
H4 -1.953 2.701 -0.104

***

Here is how they stack up, most stable first: arrangement two, arrangement one.

***

Arrangement one

The following is a DFT calculation (ωB97M-V/def2-TZVPD) of an isolated molecule of C2H4N2OS2.

## Properties
SMILES: O=CNC(=S)NS

Cartesian coordinates (Å):
O1 -1.716 -1.605 0.594
C1 -0.928 -2.364 -0.229
N1 -0.096 -1.420 -0.975
C2 0.244 -0.110 -0.604
S1 1.501 0.669 -1.237
N2 -0.409 0.425 0.437
S2 -0.136 1.715 1.510
H1 -1.146 -3.437 -0.637
H2 0.573 -1.732 -1.646
H3 -1.253 -0.222 0.719
H4 1.343 1.897 1.200

***

Arrangement two

The following is a DFT calculation (ωB97M-V/def2-TZVPD) of an isolated molecule of C2H4N2OS2.

## Properties
SMILES: O/N=C\S/C=N\S

Cartesian coordinates (Å):
O1 0.629 3.085 -0.529
N1 0.067 2.443 -1.633
C1 -0.491 1.344 -1.436
S1 -0.461 0.360 -0.029
C2 0.461 -1.046 -0.503
N2 0.652 -2.195 0.114
S2 -0.138 -2.218 1.761
H1 0.201 2.498 0.291
H2 -0.776 0.798 -2.295
H3 1.132 -0.761 -1.286
H4 -0.857 -0.992 2.080

***

Arrangement three

The following is a DFT calculation (ωB97M-V/def2-TZVPD) of an isolated molecule of C2H4N2OS2.

## Properties
SMILES: S=CON/C=N\S

Cartesian coordinates (Å):
S1 -2.953 1.115 0.765
C1 -1.374 0.921 1.002
O1 -0.835 -0.367 0.877
N1 0.570 -0.232 0.866
C2 1.291 -0.803 -0.150
N2 1.100 -0.830 -1.439
S2 -0.351 0.201 -1.807
H1 -0.587 1.726 1.039
H2 0.866 -0.646 1.858
H3 2.148 -1.347 0.079
H4 0.124 0.262 -3.091

***

Here is how they stack up, most stable first: arrangement one, arrangement three, arrangement two.